The following is a quantum chemistry calculation of an isolated ion of composition C8H14N3 and charge +1 in a non-equilibrium geometry, from the Open Molecules 2025 dataset.

```
! RIJCOSX wB97M-V def2-TZVPD def2/J DEFGRID3
* xyz 1 1
C -1.71834 -0.51603 -2.64215
C -1.31828 0.82288 -2.02755
C -0.54529 -1.14137 -1.85866
C 0.94269 0.87830 -0.54159
C 0.17006 0.83216 2.66797
C 1.56498 -0.78607 2.07317
C -0.24885 0.12347 -1.12613
C -0.11715 0.23636 0.30884
N 1.57517 0.54226 2.36411
N -0.65531 0.14469 1.65027
N 0.12763 -0.88811 1.17295
H -2.82335 -0.76041 -2.36063
H -1.55354 -0.69206 -3.74941
H -0.94765 1.66441 -2.69396
H -2.18315 1.29944 -1.41021
H -0.65339 -2.03330 -1.20600
H 0.34748 -1.43524 -2.55095
H 2.00947 0.48246 -0.61349
H 0.71627 1.98438 -0.71144
H -0.11324 0.42281 3.64942
H -0.05922 1.98591 2.59094
H 2.43376 -1.06547 1.51864
H 1.31607 -1.40044 2.92451
H 1.98269 1.12785 1.61143
H -0.24953 -1.82884 0.95993
*
```

HOMO level = -14.1 eV
strongest force on any atom = 3.8 eV Å⁻¹
SMILES = C1CC2(C1)C[C@@]21N2CNC[N@@H+]21
DFT total energy = -477.0685 Ha
relative energy (zero: lowest compared OMol25 entry of this formula, charge and spin) = 143.3 kcal per mole
lowest unoccupied orbital energy = -2.726 eV

=====

The following is a quantum chemistry calculation of a 2-piece molecular cluster, C8H14N3OP overall in a non-equilibrium geometry, from the Open Molecules 2025 dataset.

```
! RIJCOSX wB97M-V def2-TZVPD def2/J DEFGRID3
* xyz 0 1
C 0.91454 -0.85428 -0.90372
C 0.74156 -0.08621 0.26477
C -0.04995 -1.89464 -0.81483
C -0.49396 1.83988 -1.53507
C 2.48677 2.01227 2.49796
C -1.97724 -2.31499 0.71229
C -1.55919 1.69394 -2.50415
C 1.24297 1.73274 1.64433
N -0.23082 -0.55187 1.00325
N -0.79265 -1.63937 0.33023
N -0.40693 -2.86025 -1.64251
O 1.55323 0.95838 0.59116
P 0.20083 1.66900 -3.02798
H 1.70992 -0.79036 -1.58687
H 2.60071 1.31148 3.23055
H 3.45410 1.92484 1.93966
H 2.28160 2.95366 2.95512
H -1.79387 -2.99475 1.48169
H -2.65522 -1.57434 1.15618
H -2.41775 -2.89333 -0.14010
H -0.62767 1.97420 -0.39825
H -2.20982 2.55185 -2.71020
H -2.22147 0.75710 -2.53014
H 0.83388 2.68872 1.26443
H 0.45114 1.30068 2.12267
H -1.27341 -3.40038 -1.48283
H 0.23870 -3.51396 -1.91764
*
```

HOMO level = -7.8 eV
strongest force on any atom = 4.8 eV Å⁻¹
SMILES = CCOc1cc(N)n(C)n1.C1=PC1
DFT total energy = -893.9232 Ha
relative energy (zero: lowest compared OMol25 entry of this formula, charge and spin) = 106.0 kcal per mole
lowest unoccupied orbital energy = 0.500 eV

=====

The following is a quantum chemistry calculation of C8H14N4O in the gas phase in a non-equilibrium geometry, from the Open Molecules 2025 dataset.

```
! RIJCOSX wB97M-V def2-TZVPD def2/J DEFGRID3
* xyz 0 1
C 3.00063 0.56832 2.21081
C 3.44387 -1.60288 1.32818
C 1.20377 -1.15440 -0.71020
C 1.74125 -2.53211 -0.22784
C -1.80703 -0.30548 -0.83439
C -1.39584 0.67773 1.42928
C -0.29374 1.66977 -0.63401
C -0.75213 0.38536 0.08645
N 3.79604 -0.63899 1.97547
N 1.79685 0.59515 1.83726
N 1.07767 -0.46249 1.45443
N 0.34981 -0.58183 0.32060
O 3.14062 -2.50608 0.52391
H 3.45693 1.41985 2.81223
H 2.06774 -0.54823 -0.91985
H 0.65671 -1.24983 -1.66388
H 1.00762 -3.06871 0.37470
H 2.01320 -3.02151 -1.21473
H -1.41025 -0.52718 -1.80508
H -2.26306 -1.20260 -0.31501
H -2.61842 0.42535 -0.83752
H -0.67452 1.14196 2.05629
H -1.80640 -0.20408 1.89499
H -2.32664 1.24951 1.17504
H -0.17393 1.27046 -1.63327
H -1.14705 2.45402 -0.67160
H 0.61126 1.84548 -0.05677
*
```

HOMO level (alpha / beta) = -6.8 / -6.8 eV
strongest force on any atom = 4.8 eV Å⁻¹
DFT total energy = -607.2253 Ha
relative energy (zero: lowest compared OMol25 entry of this formula, charge and spin) = 129.5 kcal per mole
lowest unoccupied orbital energy (alpha / beta) = -0.025 / -0.026 eV

=====

Please write out number 1 again, unchanged.
The following is a quantum chemistry calculation of an isolated ion of composition C8H14N3 and charge +1 in a non-equilibrium geometry, from the Open Molecules 2025 dataset.

```
! RIJCOSX wB97M-V def2-TZVPD def2/J DEFGRID3
* xyz 1 1
C -1.71834 -0.51603 -2.64215
C -1.31828 0.82288 -2.02755
C -0.54529 -1.14137 -1.85866
C 0.94269 0.87830 -0.54159
C 0.17006 0.83216 2.66797
C 1.56498 -0.78607 2.07317
C -0.24885 0.12347 -1.12613
C -0.11715 0.23636 0.30884
N 1.57517 0.54226 2.36411
N -0.65531 0.14469 1.65027
N 0.12763 -0.88811 1.17295
H -2.82335 -0.76041 -2.36063
H -1.55354 -0.69206 -3.74941
H -0.94765 1.66441 -2.69396
H -2.18315 1.29944 -1.41021
H -0.65339 -2.03330 -1.20600
H 0.34748 -1.43524 -2.55095
H 2.00947 0.48246 -0.61349
H 0.71627 1.98438 -0.71144
H -0.11324 0.42281 3.64942
H -0.05922 1.98591 2.59094
H 2.43376 -1.06547 1.51864
H 1.31607 -1.40044 2.92451
H 1.98269 1.12785 1.61143
H -0.24953 -1.82884 0.95993
*
```

HOMO level = -14.1 eV
strongest force on any atom = 3.8 eV Å⁻¹
SMILES = C1CC2(C1)C[C@@]21N2CNC[N@@H+]21
DFT total energy = -477.0685 Ha
relative energy (zero: lowest compared OMol25 entry of this formula, charge and spin) = 143.3 kcal per mole
lowest unoccupied orbital energy = -2.726 eV

=====

- Among the records above, which one has the lowest DFT total energy?
  C8H14N3OP

=====

- Which formula does entry 3 have?
  C8H14N4O